Entry 1:
C5B2CaF23O15S5 | wB97M-V/def2-TZVPD

Results
Orbital gap ... 6.921 eV
Lowest unoccupied orbital energy ... 9.94 eV
Highest occupied orbital energy ... 3.023 eV

Geometry as ORCA input:
```
! wB97M-V def2-TZVPD RIJCOSX def2/J DEFGRID3
* xyz -5 1
Ca -0.30101 -0.14176 0.64636
B -3.69582 -0.44958 2.00572
F -4.37376 0.61171 2.65946
F -2.44983 0.00707 1.45658
F -3.47686 -1.53046 2.84610
F -4.56250 -0.82645 0.92577
B 0.08207 -1.42581 3.29142
F 1.46586 -1.71138 3.27208
F -0.43520 -2.07771 2.13195
F -0.51889 -1.90099 4.47049
F -0.19248 -0.07348 3.03614
C 0.29779 1.77142 -3.96371
F 0.68654 3.05659 -3.84492
F -1.04390 1.80297 -3.86554
F 0.57212 1.36419 -5.22165
S 1.10842 0.65615 -2.68704
O 0.31754 0.86975 -1.48849
O 0.98731 -0.62814 -3.30664
O 2.44020 1.21233 -2.69406
C 3.26543 -3.43491 0.83756
F 2.24565 -3.96266 1.51893
F 3.95919 -2.69675 1.71549
F 4.04447 -4.47979 0.46604
S 2.65528 -2.42850 -0.60697
O 2.32321 -3.44630 -1.57769
O 1.52111 -1.71201 -0.05026
O 3.80058 -1.63512 -0.96975
C -3.19466 -1.98387 -2.49732
F -3.63114 -2.76081 -3.52018
F -2.87444 -0.79798 -3.04046
F -4.21105 -1.75442 -1.66942
S -1.73052 -2.75918 -1.64388
O -0.91479 -3.18623 -2.74466
O -1.26753 -1.67133 -0.81844
O -2.33581 -3.85967 -0.91476
C -2.33218 3.96591 -1.06934
F -3.53751 3.33463 -1.13548
F -1.63694 3.51438 -2.10655
F -2.59930 5.27985 -1.24014
S -1.44059 3.63858 0.52528
O -1.01884 2.25763 0.45208
O -0.37405 4.60987 0.38913
O -2.43538 3.98856 1.52280
C 3.35243 1.20617 3.10419
F 3.66619 -0.07823 3.26619
F 2.40031 1.54283 3.98594
F 4.47204 1.90681 3.46870
S 2.80835 1.62447 1.37464
O 1.49966 1.00624 1.29107
O 2.75056 3.07077 1.45515
O 3.86266 1.11465 0.56207
*
```


Entry 2:
C5F15KN2O11S5 | wB97M-V/def2-TZVPD

Results
Orbital gap (alpha / beta) ... 8.335 / 3.181 eV
Expectation value of S² ... 0.765
ΔE to the lowest compared entry with this formula, charge and spin ... 0.603 eV
Lowest unoccupied orbital energy (alpha / beta) ... 1.15 / -4.00 eV
Highest occupied orbital energy (alpha / beta) ... -7.186 / -7.185 eV

Geometry as ORCA input:
```
! wB97M-V def2-TZVPD RIJCOSX def2/J DEFGRID3
* xyz -1 2
K 0.51854 -0.29087 -0.09576
C 1.74217 -4.56480 -2.72599
F 2.87078 -4.51895 -3.49313
F 0.78750 -4.09526 -3.54275
F 1.61771 -5.87242 -2.37174
S 1.99229 -3.54679 -1.08861
O 0.67642 -3.43955 -0.42378
O 3.04664 -4.23501 -0.32025
O 2.35830 -2.16767 -1.49729
C 2.26210 3.36687 -0.57851
F 2.63834 2.31244 0.15088
F 2.91283 4.46214 -0.23399
F 2.45175 3.17982 -1.91480
S 0.36672 3.64940 -0.38002
O 0.10564 3.62885 1.05651
O 0.04035 4.89010 -1.07020
N -0.15182 2.18566 -1.10119
S -0.88319 2.64195 -2.29986
O -2.14840 3.29757 -1.96154
O -0.07888 3.25769 -3.33967
C -1.47649 0.96205 -3.20999
F -1.66130 1.32334 -4.45831
F -0.62902 -0.04098 -3.15449
F -2.60450 0.55853 -2.68650
C 0.46919 1.47315 3.64317
F 1.46162 1.76039 2.86567
F 0.60685 1.93791 4.85807
F -0.63335 1.96284 3.18479
S 0.16859 -0.50967 3.71225
O 1.54172 -1.04515 3.68132
O -0.56988 -0.63252 4.96305
N -0.67838 -0.90931 2.19594
S -2.10006 -1.31458 2.65422
O -2.15985 -2.49344 3.41736
O -2.86678 -0.18040 3.29970
C -2.82058 -1.67951 0.86257
F -3.93290 -2.52582 0.99761
F -3.22511 -0.48787 0.29610
F -2.01554 -2.30014 0.10917
*
```


Entry 3:
C5F15MgO15S5 | wB97M-V/def2-TZVPD

Results
Orbital gap ... 4.084 eV
Lowest unoccupied orbital energy ... 1.94 eV
Highest occupied orbital energy ... -2.148 eV

Geometry as ORCA input:
```
! wB97M-V def2-TZVPD RIJCOSX def2/J DEFGRID3
* xyz -3 1
Mg -0.15890 0.85091 -0.00744
C 5.44846 -0.73494 0.46079
F 6.52732 -0.59685 1.26667
F 5.32952 0.30784 -0.36370
F 5.53976 -1.89077 -0.20839
S 3.90167 -0.78177 1.63633
O 2.79979 -0.09219 0.94913
O 3.65686 -2.22186 1.94297
O 4.34874 0.04713 2.75387
C 0.02662 5.87548 3.10464
F -0.30690 6.37355 1.94446
F 0.69438 6.78773 3.81272
F -0.94178 5.52647 3.87730
S 1.13336 4.32892 2.73322
O 1.57667 3.88491 4.06040
O 0.27886 3.39232 1.92637
O 2.26594 4.78521 1.93954
C 1.72237 -3.78862 -3.69916
F 1.46153 -5.05715 -4.11172
F 3.00202 -3.61272 -3.25833
F 1.51736 -2.94562 -4.66947
S 0.54254 -3.36066 -2.21653
O 1.06298 -4.08981 -1.08999
O 0.52315 -1.90172 -1.93644
O -0.78944 -3.84517 -2.57900
C -4.01106 -1.94978 3.71340
F -4.06444 -3.06488 4.48353
F -5.22642 -1.59010 3.35293
F -3.47767 -0.94697 4.40623
S -2.90325 -2.33815 2.20983
O -3.86224 -2.72840 1.15946
O -2.17208 -1.12811 1.77521
O -2.01860 -3.47969 2.60875
C -2.54924 1.20754 -4.90138
F -2.29503 2.45492 -5.34608
F -3.37171 0.55141 -5.69565
F -1.42311 0.42512 -4.72781
S -3.33132 1.35062 -3.10302
O -3.85847 -0.00370 -2.83819
O -2.19238 1.62836 -2.24953
O -4.40598 2.37124 -3.11574
*
```


Entry 4:
C5H10 | wB97M-V/def2-TZVPD

Results
Orbital gap ... 8.658 eV
ΔE to the lowest compared entry with this formula, charge and spin ... 4.790 eV
Lowest unoccupied orbital energy ... 0.45 eV
Highest occupied orbital energy ... -8.213 eV

Geometry as ORCA input:
```
! wB97M-V def2-TZVPD RIJCOSX def2/J DEFGRID3
* xyz 0 1
C 1.88377 0.55701 0.06785
C 0.52438 -0.05993 -0.03490
C -0.39558 0.15600 -0.94440
C 0.41141 -0.77582 -1.63133
H 2.33602 0.75445 -0.91043
H 2.64550 -0.02186 0.60634
H 1.83191 1.53570 0.55587
H -1.44090 0.44649 -0.97897
H 0.07850 -1.79614 -1.74269
H 1.28256 -0.45473 -2.17247
C -2.12978 0.07881 1.87613
H -1.05481 0.05706 1.72911
H -2.33707 -0.85686 2.42885
H -2.53019 0.84490 2.55195
H -2.75799 -0.05769 0.99190
*
```


Entry 5:
C5H10 | wB97M-V/def2-TZVPD

Results
Orbital gap ... 11.157 eV
ΔE to the lowest compared entry with this formula, charge and spin ... 1.739 eV
Lowest unoccupied orbital energy ... 1.28 eV
Highest occupied orbital energy ... -9.875 eV

Geometry as ORCA input:
```
! wB97M-V def2-TZVPD RIJCOSX def2/J DEFGRID3
* xyz 0 1
C 1.82267 0.04948 0.26882
C 0.34706 0.22234 0.47272
C -0.53101 -1.02996 0.37162
C -1.65298 -0.02174 -0.21435
C -0.49325 0.91247 -0.59367
H 2.32098 1.01894 0.19404
H 2.25857 -0.51247 1.10068
H 1.99648 -0.51080 -0.65612
H 0.12894 0.74130 1.41918
H -0.27183 -1.75824 -0.38519
H -0.63854 -1.56309 1.34479
H -2.05882 -0.11103 0.77281
H -2.32198 -0.29252 -1.03902
H -0.52266 2.00850 -0.58986
H -0.13659 0.59253 -1.58770
*
```


Entry 6:
C5H10 | wB97M-V/def2-TZVPD

Results
Orbital gap ... 9.854 eV
ΔE to the lowest compared entry with this formula, charge and spin ... 2.209 eV
Lowest unoccupied orbital energy ... 1.08 eV
Highest occupied orbital energy ... -8.771 eV

Geometry as ORCA input:
```
! wB97M-V def2-TZVPD RIJCOSX def2/J DEFGRID3
* xyz 0 1
C -0.68388 -1.56900 -1.27597
C -0.82388 -0.85018 0.05053
C -0.01621 0.20212 0.38887
C -0.07019 0.98318 1.71578
C 1.09159 0.85159 -0.51058
H 0.40448 -2.01650 -1.60641
H -0.92413 -0.79038 -1.94744
H -1.31426 -2.40818 -1.27257
H -1.49046 -1.26878 0.93138
H 0.82866 1.21230 2.20377
H -0.60547 1.98674 1.45771
H -0.84179 0.44707 2.18288
H 2.02209 0.28914 -0.28271
H 1.02769 0.95797 -1.68801
H 1.39577 1.97292 -0.34725
*
```


Entry 7:
C5H10AuO3 | wB97M-V/def2-TZVPD

Results
Orbital gap (alpha / beta) ... 5.092 / 4.624 eV
Expectation value of S² ... 3.778
ΔE to the lowest compared entry with this formula, charge and spin ... 0.922 eV
Lowest unoccupied orbital energy (alpha / beta) ... -9.75 / -13.34 eV
Highest occupied orbital energy (alpha / beta) ... -14.840 / -17.963 eV

Geometry as ORCA input:
```
! wB97M-V def2-TZVPD RIJCOSX def2/J DEFGRID3
* xyz 2 4
C 3.13331 -1.73504 -0.34461
O 3.22486 -0.35674 -0.05727
C 2.25399 0.49931 -0.63519
H 3.24503 -2.25283 0.61595
H 2.18146 -2.05108 -0.79782
H 3.93662 -2.01032 -1.05099
H 2.30426 1.55532 -0.33270
H 1.58762 0.04615 -1.39112
Au 4.32512 0.67921 -1.61085
O -3.35616 -0.51537 1.23078
C -2.27790 -0.02385 1.45655
C -1.41024 0.58416 0.37258
O -0.20699 1.10509 0.87635
C 0.85865 0.23139 0.96044
H -1.86134 0.02526 2.48963
H -1.97184 1.41508 -0.08121
H -1.24014 -0.16899 -0.41574
H 1.53134 0.52326 1.77249
H 0.57625 -0.82914 0.98881
*
```


Entry 8:
C5H10BF4NO6S | wB97M-V/def2-TZVPD

Results
Orbital gap ... 10.700 eV
Lowest unoccupied orbital energy ... 0.05 eV
Highest occupied orbital energy ... -10.652 eV

Geometry as ORCA input:
```
! wB97M-V def2-TZVPD RIJCOSX def2/J DEFGRID3
* xyz 0 1
O -1.15207 -2.24861 -1.44372
S -0.25302 -1.59967 -2.32248
O 0.55231 -2.50179 -3.03553
F 0.65565 -0.66490 -1.51246
N -0.96276 -0.62778 -3.39833
C -2.07675 0.17789 -2.83822
B -3.50969 -0.54013 -2.84751
O -4.31468 -0.33332 -1.75353
O -3.94723 -1.31760 -3.88734
H -1.18905 -1.13182 -4.24412
H -1.85513 0.57258 -1.85349
H -2.17332 1.04704 -3.49607
H -4.31040 -1.15716 -1.24271
H -3.21145 -1.90111 -4.12937
C 2.45144 -0.44370 1.16757
C 2.93246 -0.16818 2.57546
O 2.58137 1.16545 2.99182
C 1.34349 1.32902 3.43982
O 0.50767 0.47978 3.52314
C 1.14004 2.78508 3.88639
F 1.64339 3.65145 2.99237
F 1.75524 3.00685 5.06137
F -0.15449 3.06662 4.04209
H 2.82739 0.31525 0.48038
H 2.79195 -1.42267 0.83230
H 1.36377 -0.41911 1.11276
H 4.01838 -0.21862 2.61727
H 2.54548 -0.90084 3.28213
*
```


Entry 9:
C5H10BN | wB97M-V/def2-TZVPD

Results
Orbital gap ... 9.652 eV
ΔE to the lowest compared entry with this formula, charge and spin ... 1.936 eV
Lowest unoccupied orbital energy ... 0.80 eV
Highest occupied orbital energy ... -8.853 eV

Geometry as ORCA input:
```
! wB97M-V def2-TZVPD RIJCOSX def2/J DEFGRID3
* xyz 0 1
C 0.80731 1.65813 1.39667
B 0.05285 0.78201 0.31359
C -1.02365 1.26773 -0.67048
C -1.47970 0.23643 -1.39798
C -0.90239 -1.10070 -1.20416
N 0.22186 -0.58358 0.06003
C 1.08198 -1.64142 0.41669
H 1.30967 1.02079 2.18142
H 0.21462 2.42556 2.02348
H 1.44432 2.36229 0.76136
H -1.40257 2.35694 -0.80681
H -2.44654 0.26355 -1.93010
H -1.50387 -1.80325 -0.68303
H -0.45454 -1.66802 -2.13881
H 1.69910 -1.19386 1.11402
H 0.51678 -2.44320 0.89199
H 1.86480 -1.93940 -0.32787
*
```


Entry 10:
C5H10BN | wB97M-V/def2-TZVPD

Results
Orbital gap ... 8.259 eV
ΔE to the lowest compared entry with this formula, charge and spin ... 4.514 eV
Lowest unoccupied orbital energy ... 0.71 eV
Highest occupied orbital energy ... -7.546 eV

Geometry as ORCA input:
```
! wB97M-V def2-TZVPD RIJCOSX def2/J DEFGRID3
* xyz 0 1
B -0.50321 -0.86128 0.09554
C 1.85570 -1.15368 1.07476
C 2.15558 0.03394 0.60645
C 1.25614 1.08020 0.11144
C -1.72326 -1.84764 -0.07967
C -1.09320 1.49549 -0.81533
N -0.26237 0.51547 -0.11005
H 2.36763 -1.85745 1.67789
H 3.09342 0.58844 0.85339
H 1.07051 1.71667 0.92682
H 1.64758 1.48965 -0.82922
H -2.59800 -1.70884 0.52214
H -1.41253 -2.89591 -0.10230
H -1.99495 -1.60715 -1.04423
H -1.29716 1.19368 -1.87274
H -2.08089 1.47820 -0.28078
H -0.48099 2.34023 -0.73411
*
```


Number 1: energy -172378.5394 eV. Number 2: energy -141947.6755 eV. Number 3: energy -136279.4312 eV. Number 4: energy -5342.4758 eV. Number 5: energy -5345.5274 eV. Number 6: energy -5345.0572 eV. Number 7: energy -15154.3191 eV. Number 8: energy -41505.8914 eV. Number 9: energy -7512.4312 eV. Number 10: energy -7509.8532 eV.